The following is a quantum chemistry calculation of C7H9N3O5 in the gas phase at a distorted geometry, from OMol25.

```
24
C7H9N3O5, DFT wB97M-V/def2-TZVPD
C -1.25282 0.79478 -0.85214
C -1.37854 -0.19756 0.30479
C -0.55582 1.91336 -0.75518
C 0.34075 2.80462 -0.01079
C -0.15403 -1.23373 0.24289
C 0.77618 -0.60445 1.25961
C -0.16985 -2.47197 -1.72569
N 0.03479 2.98426 -1.43944
N 2.10837 -1.06120 1.55692
N 0.19011 0.38277 2.00953
O 2.77651 -0.39797 2.31835
O 0.58560 1.11389 2.85747
O 2.31383 -2.14927 1.04260
O -1.16181 0.58056 1.50390
O 0.40787 -1.35098 -1.01859
H -1.76540 0.47911 -1.77142
H -2.33922 -0.68955 0.38562
H 1.43150 2.70976 0.14972
H -0.14045 3.28989 0.82225
H -0.47625 -2.10967 0.61403
H -1.25260 -2.32339 -1.90490
H -0.07655 -3.43300 -1.06832
H 0.26421 -2.75113 -2.67924
H -0.50636 3.72086 -1.84197
```

Computed properties:
SMILES string: CO[C@H]1C([N+](=O)[O-])=[N+]([O-])O[C@H]1/C=C1\CN1
multiplicity: 1
DFT total energy: -812.25269 Eh
gap between HOMO and LUMO (spin up / spin down): 8.5 / 8.5 eV
ΔE to the lowest compared entry with this formula, charge and spin: 10.606 eV


The following is a quantum chemistry calculation of C7H9N5 in the gas phase at a distorted geometry, from OMol25.

```
21
C7H9N5, DFT wB97M-V/def2-TZVPD
C 2.40987 -0.53853 0.62908
C 1.16331 -0.53919 1.39075
C 1.13617 0.97118 -0.79232
C 0.11873 0.34446 1.18873
C 0.60751 1.56430 0.43213
C 0.57987 0.52300 -1.88031
C -1.24455 0.02644 0.97505
N 2.51872 -1.90706 0.87168
N 1.43710 -1.85485 1.83512
N -0.79880 0.74087 -2.13694
N -1.90691 0.69002 -0.07685
N -1.67270 0.00915 -1.37203
H 1.28302 2.17291 0.95373
H -0.22771 2.28448 0.40703
H 1.02858 -0.00266 -2.71353
H -1.93446 -0.55195 1.56622
H 3.42000 -2.26974 1.18689
H 1.88308 -1.85909 2.82649
H -1.13184 1.76867 -1.82996
H -3.00256 0.81500 0.03319
H -1.09255 -0.90644 -1.08724
```

Computed properties:
multiplicity: 3
DFT total energy: -545.44702 Eh
gap between HOMO and LUMO (spin up / spin down): 7.1 / 5.9 eV
ΔE to the lowest compared entry with this formula, charge and spin: 5.999 eV


The following is a quantum chemistry calculation of a gas-phase ion, C7H9N5O (charge +2) at a distorted geometry, from OMol25.

```
22
C7H9N5O, DFT wB97M-V/def2-TZVPD
C -2.85237 -0.45974 -0.05857
C -0.96523 -1.41282 -0.31567
C -0.03131 -2.31729 -0.33008
C -0.69384 0.14249 -0.09711
C 1.59028 0.56510 -0.44921
C 2.83821 -0.62985 1.17466
C -2.40663 1.97421 0.49718
N -2.37550 -1.59806 -0.38224
N 0.33564 0.92728 -0.20405
N -1.95253 0.58656 0.10098
N 2.14712 -0.49448 0.15959
N 2.27286 1.28844 -1.29489
O 0.79551 -3.16721 -0.05681
H -3.90438 -0.29946 0.23644
H 2.94353 0.22950 1.88881
H 3.38520 -1.59372 1.44055
H -1.57619 2.70013 0.30435
H -2.64936 1.99422 1.58662
H -3.20881 2.30636 -0.16015
H 1.68668 1.87823 -1.89989
H 3.15708 1.06555 -1.57117
H 1.46403 -3.68544 -0.56932
```

Computed properties:
multiplicity: 1
DFT total energy: -620.39344 Eh
gap between HOMO and LUMO: 7.8 eV
net charge: +2
ΔE to the lowest compared entry with this formula, charge and spin: 1.404 eV


The following is a quantum chemistry calculation of C7H9N5S in the gas phase at a distorted geometry, from OMol25.

```
22
C7H9N5S, DFT wB97M-V/def2-TZVPD
C -3.23557 -0.32014 0.00837
C -1.02269 0.03481 0.11481
C 1.60592 -0.11893 -0.05695
C 2.02407 1.08703 -0.03987
C 3.37922 1.26330 -0.16430
C 4.27001 0.16887 0.13544
C 3.73161 -1.13741 0.31957
H -4.88127 0.98555 -0.14518
H -3.27940 1.77697 -0.24081
H -3.68983 -2.20882 -0.30458
H -5.14343 -1.03376 -0.04433
H 0.34996 -1.67016 -0.02712
H 1.30353 1.93441 -0.39474
H 3.82356 2.33080 -0.36464
H 5.37446 0.40180 0.10451
H 4.32349 -2.20884 0.50989
N -3.91318 0.91801 -0.19929
N -4.28123 -1.33926 0.31601
N -1.99859 -0.79120 -0.04041
N 0.19285 -0.55990 -0.07204
N 2.33985 -1.24105 0.14633
S -1.27334 1.72792 0.43935
```

Computed properties:
SMILES string: NC(N)=NC(=S)Nc1ccccn1
multiplicity: 1
DFT total energy: -944.01210 Eh
gap between HOMO and LUMO: 8.4 eV
ΔE to the lowest compared entry with this formula, charge and spin: 1.542 eV


The following is a quantum chemistry calculation of C7H9NO in the gas phase at a distorted geometry, from OMol25.

```
18
C7H9NO, DFT wB97M-V/def2-TZVPD
C -1.89630 0.09346 -1.91187
C 0.41262 -0.19275 -1.55929
C 0.61536 -0.05471 -0.12800
C -0.17950 -0.74642 0.80970
C 0.06265 -0.56027 2.15397
C 1.04413 0.24285 2.57477
C 1.80288 0.85838 1.53228
H -2.95286 -0.40746 -2.17608
H -1.64988 1.00094 -2.71227
H -2.08963 0.49069 -1.01994
H 1.14921 -1.00056 -2.12762
H 0.53849 0.71937 -2.06643
H -0.88935 -1.20000 0.21097
H -0.56604 -0.94139 2.90533
H 1.23756 0.47432 3.38852
H 2.60321 1.36804 1.79409
N 1.60108 0.72598 0.27706
O -0.84361 -0.87045 -1.94520
```

Computed properties:
SMILES string: COCc1ccccn1
multiplicity: 1
DFT total energy: -401.98976 Eh
gap between HOMO and LUMO: 10.2 eV
ΔE to the lowest compared entry with this formula, charge and spin: 4.116 eV


The following is a quantum chemistry calculation of C7H9NO2 in the gas phase at a distorted geometry, from OMol25.

```
19
C7H9NO2, DFT wB97M-V/def2-TZVPD
C -0.00946 -1.53246 1.14052
C 0.00602 -0.83331 -0.23649
C -2.11164 0.31647 -0.49882
C -0.12716 1.58297 -0.20584
C 1.18089 1.73090 0.01854
C 2.07728 0.61489 -0.01850
C 1.43704 -0.67511 -0.62129
H 0.53298 -2.45006 1.04055
H 0.56287 -1.01905 1.89073
H -0.99001 -1.77163 1.53917
H -0.44222 -1.52818 -0.95609
H -2.55702 1.33416 -0.48291
H -2.54487 -0.32128 0.30031
H -2.48715 -0.19593 -1.39875
H -0.83220 2.39569 -0.19879
H 1.61741 2.71506 0.07791
N -0.68525 0.38777 -0.37255
O 3.27020 0.70782 0.27086
O 2.10230 -1.45873 -1.28857
```

Computed properties:
SMILES string: C[C@@H]1C(=O)C(=O)C=CN1C
multiplicity: 1
DFT total energy: -477.32704 Eh
gap between HOMO and LUMO: 8.4 eV
ΔE to the lowest compared entry with this formula, charge and spin: 1.765 eV


Please write out number 4 again, unchanged.
The following is a quantum chemistry calculation of C7H9N5S in the gas phase at a distorted geometry, from OMol25.

```
22
C7H9N5S, DFT wB97M-V/def2-TZVPD
C -3.23557 -0.32014 0.00837
C -1.02269 0.03481 0.11481
C 1.60592 -0.11893 -0.05695
C 2.02407 1.08703 -0.03987
C 3.37922 1.26330 -0.16430
C 4.27001 0.16887 0.13544
C 3.73161 -1.13741 0.31957
H -4.88127 0.98555 -0.14518
H -3.27940 1.77697 -0.24081
H -3.68983 -2.20882 -0.30458
H -5.14343 -1.03376 -0.04433
H 0.34996 -1.67016 -0.02712
H 1.30353 1.93441 -0.39474
H 3.82356 2.33080 -0.36464
H 5.37446 0.40180 0.10451
H 4.32349 -2.20884 0.50989
N -3.91318 0.91801 -0.19929
N -4.28123 -1.33926 0.31601
N -1.99859 -0.79120 -0.04041
N 0.19285 -0.55990 -0.07204
N 2.33985 -1.24105 0.14633
S -1.27334 1.72792 0.43935
```

Computed properties:
SMILES string: NC(N)=NC(=S)Nc1ccccn1
multiplicity: 1
DFT total energy: -944.01210 Eh
gap between HOMO and LUMO: 8.4 eV
ΔE to the lowest compared entry with this formula, charge and spin: 1.542 eV